{"formula": "HNO4S", "method": "ωB97M-V/def2-TZVPD", "orbital_gap_ha": 0.389, "relative_energy_kcal_mol": 2.1, "homo_energy_ha": -0.4380, "elements": ["S", "O", "O", "O", "O", "N", "H"], "xyz": [[-2.492325, 0.230395, 0.385267], [-1.741183, -0.964093, 0.713724], [-0.175485, 1.492696, 0.711941], [1.512757, 1.106979, -0.584145], [-2.476058, 0.606502, -1.016759], [0.437363, 0.850511, -0.132493], [0.000326, -0.052336, -0.625506]], "atomic_forces_ev_per_a": [[0.54, -0.67, -1.11], [-0.60, 0.75, -0.10], [0.24, -0.80, -0.65], [0.76, 0.32, 0.03], [-0.12, -0.19, 1.24], [-1.00, -1.11, -0.91], [0.18, 1.70, 1.50]], "lowdin_charge": [0.905, -0.440, -0.025, 0.085, -0.432, -0.294, 0.201]}

***

{"formula": "C27H16BrFeNO5S", "method": "ωB97M-V/def2-TZVPD", "s_squared": 8.797, "total_charge": -1, "orbital_gap_ha": [0.158, 0.256], "homo_energy_ha": [-0.0770, -0.1745], "multiplicity": 6, "elements": ["Br", "Fe", "S", "O", "O", "O", "O", "O", "N", "C", "C", "C", "C", "C", "C", "C", "C", "C", "C", "C", "C", "C", "C", "C", "C", "C", "C", "C", "C", "C", "C", "C", "C", "C", "C", "C", "H", "H", "H", "H", "H", "H", "H", "H", "H", "H", "H", "H", "H", "H", "H", "H"], "xyz": [[-0.769799, 0.556557, 2.565776], [-1.077167, 1.632824, 0.253420], [-1.255753, -6.480811, -0.785834], [-2.771124, 0.085625, -3.331935], [-2.535874, -5.411926, 1.234380], [-0.648539, 3.718144, 0.543685], [-0.116174, 5.745531, -0.241796], [-2.284972, 0.544173, -1.196946], [-1.182354, 2.771549, -1.746676], [-0.907321, 4.070992, -1.750763], [-1.157347, 4.851424, -2.868549], [1.916539, 1.576136, 1.885810], [0.419795, -4.484701, 0.031092], [-2.081984, 2.902675, -3.929446], [1.386653, 1.296967, 4.263431], [-1.009742, -2.487370, -1.301118], [3.110301, 2.262757, 2.273815], [2.605651, 1.855021, 4.615935], [-2.865734, -7.782050, 1.001577], [-2.319749, -6.430730, 0.639883], [-1.725936, 4.246968, -3.985006], [3.924686, 2.848883, 1.290269], [1.695134, 1.368851, 0.481251], [0.084437, -2.152922, -0.491907], [2.483105, 2.063559, -0.459145], [0.797588, -3.169885, 0.167209], [1.056897, 1.185314, 2.919346], [0.909823, 0.279776, 0.040470], [-1.803138, 2.197685, -2.771355], [-2.328732, 0.796941, -2.442339], [-1.401960, -3.803704, -1.409406], [-0.691445, -4.793544, -0.742748], [-0.488765, 4.591264, -0.368428], [3.574052, 2.797394, -0.052278], [0.491282, -0.829701, -0.270781], [3.444865, 2.346915, 3.641517], [-3.936833, -7.699487, 1.174478], [1.645868, -2.898304, 0.778819], [-2.590233, 2.408761, -4.743040], [-0.935552, 5.906779, -2.845850], [0.684121, 0.975594, 5.013508], [4.375206, 2.823404, 3.913809], [-1.933565, 4.824224, -4.874752], [-2.273096, -4.070086, -1.989529], [-2.656251, -8.512567, 0.224791], [-2.395976, -8.095734, 1.934574], [0.967317, -5.272500, 0.529399], [2.878453, 1.932938, 5.658929], [2.248887, 1.942857, -1.505637], [4.820020, 3.367764, 1.604564], [-1.563766, -1.702158, -1.792326], [4.188200, 3.301934, -0.784146]], "atomic_forces_ev_per_a": [[0.41, 0.24, 0.37], [0.28, 1.17, -2.16], [0.20, 0.20, -0.17], [-0.02, -0.07, -0.12], [-0.23, -0.20, 0.28], [-0.20, -1.19, 0.91], [-0.01, 0.09, -0.13], [0.31, -0.28, 1.43], [-0.33, -0.03, 0.23], [0.01, -0.20, 0.17], [0.04, -0.02, -0.17], [-0.46, -0.15, -0.02], [-0.12, -0.09, -0.07], [0.10, 0.08, -0.08], [-0.38, -0.17, 0.07], [0.18, 0.22, 0.11], [0.11, 0.05, 0.26], [0.02, 0.00, -0.01], [-0.12, 0.00, 0.16], [0.18, 0.26, -0.15], [0.05, -0.21, 0.29], [0.18, 0.08, 0.07], [-0.59, -0.17, 0.02], [-0.26, -0.83, -0.04], [0.33, 0.40, -0.26], [-0.06, 0.23, -0.10], [0.14, 0.02, -0.07], [0.38, -0.74, -0.05], [0.01, -0.03, 0.21], [0.20, 0.49, -0.29], [0.11, -0.24, 0.02], [-0.11, -0.41, -0.09], [-0.01, 0.03, -0.45], [-0.23, -0.14, -0.31], [0.08, 1.56, 0.16], [-0.08, -0.03, -0.01], [-0.04, -0.02, -0.01], [0.04, 0.02, 0.03], [-0.03, -0.07, -0.04], [0.06, 0.07, 0.08], [-0.08, -0.05, 0.14], [0.10, 0.07, 0.01], [-0.02, 0.07, -0.05], [-0.05, 0.01, -0.06], [-0.04, -0.09, 0.00], [0.01, -0.03, -0.01], [-0.01, -0.03, 0.05], [-0.03, 0.00, 0.08], [0.00, 0.03, -0.13], [0.02, 0.05, 0.04], [-0.08, 0.05, -0.04], [0.02, 0.03, -0.10]], "lowdin_charge": [0.882, 0.766, 0.996, 0.035, 0.039, -0.107, 0.042, -0.113, 0.109, -0.158, 0.002, -0.150, -0.103, -0.001, -0.172, 0.006, -0.175, -0.119, -0.084, -0.765, -0.050, -0.070, -0.258, -0.216, -0.067, -0.018, -0.484, -0.128, -0.162, -0.619, -0.080, -0.545, -0.614, -0.111, 0.004, -0.057, 0.085, 0.118, 0.113, 0.113, 0.080, 0.100, 0.101, 0.110, 0.056, 0.088, 0.103, 0.094, 0.107, 0.094, 0.094, 0.092]}

***

{"formula": "C25H35ClF5N3O20S2", "method": "ωB97M-V/def2-TZVPD", "orbital_gap_ha": 0.353, "homo_energy_ha": -0.3453, "elements": ["Cl", "S", "S", "F", "F", "F", "F", "F", "O", "O", "O", "O", "O", "O", "O", "O", "O", "O", "O", "O", "O", "O", "O", "O", "O", "O", "O", "O", "N", "N", "N", "C", "C", "C", "C", "C", "C", "C", "C", "C", "C", "C", "C", "C", "C", "C", "C", "C", "C", "C", "C", "C", "C", "C", "C", "C", "H", "H", "H", "H", "H", "H", "H", "H", "H", "H", "H", "H", "H", "H", "H", "H", "H", "H", "H", "H", "H", "H", "H", "H", "H", "H", "H", "H", "H", "H", "H", "H", "H", "H", "H"], "xyz": [[14.362761, 9.266085, 10.289406], [13.609824, 8.764030, 16.151198], [20.564651, 9.658870, 11.873709], [10.446110, 7.253328, 8.864339], [15.650497, 5.543108, 11.031887], [19.520347, 9.908071, 5.467146], [9.190346, 11.819428, 14.872621], [18.452779, 11.971193, 15.670540], [14.749110, 8.566767, 15.060033], [13.188025, 10.143303, 15.459357], [14.245388, 8.950446, 17.396382], [21.533381, 10.479303, 12.500923], [20.800276, 9.290725, 10.549160], [18.703352, 9.214941, 8.295067], [13.393269, 12.153561, 8.147067], [20.210278, 8.386497, 12.756575], [16.834578, 13.999346, 13.926000], [18.187527, 11.176118, 9.222289], [19.148727, 10.259986, 12.150360], [19.846288, 5.728664, 10.141766], [12.695275, 13.979710, 9.058848], [17.896347, 12.141303, 13.542644], [15.998234, 12.523195, 12.414244], [19.511550, 11.070053, 7.422222], [17.773570, 6.107731, 11.079133], [18.064014, 6.363350, 8.871516], [11.323792, 12.692476, 8.038533], [12.571736, 7.814511, 16.028276], [12.459619, 12.963023, 8.405536], [11.714571, 10.062918, 8.909975], [15.510335, 12.026937, 9.497965], [18.862010, 8.323799, 13.101406], [8.987124, 7.493189, 12.195741], [11.530103, 7.073401, 11.021902], [10.065700, 13.081420, 13.120397], [10.786735, 13.120836, 11.925177], [16.507784, 6.497239, 10.611063], [10.440438, 10.668869, 13.286911], [10.083424, 7.285750, 13.025914], [16.678437, 6.472729, 9.071491], [18.695849, 12.713306, 14.583205], [18.077341, 14.130415, 14.750392], [19.803131, 8.764711, 7.608295], [14.481406, 9.280433, 13.760850], [11.250152, 10.754628, 12.145530], [18.142814, 9.252567, 12.139675], [16.816169, 12.840134, 13.220685], [20.139164, 9.967870, 6.697620], [9.101944, 7.540178, 10.825364], [11.392807, 11.963721, 11.452356], [10.344532, 7.258330, 10.277956], [11.340673, 7.117305, 12.431090], [9.931796, 11.863333, 13.762256], [13.962861, 10.593405, 14.365327], [18.668690, 5.996876, 10.062508], [18.767017, 10.547453, 8.349182], [16.308566, 7.399379, 8.602818], [10.313349, 9.787293, 13.820103], [15.408653, 9.236112, 13.205839], [12.436204, 6.988485, 10.430772], [8.008412, 7.511663, 12.653344], [12.148219, 10.808933, 8.383985], [14.795292, 12.544803, 8.969798], [15.190735, 11.016494, 9.640524], [15.636039, 12.478999, 10.402733], [18.680069, 8.515513, 14.153902], [19.636611, 7.879403, 7.052073], [8.211492, 7.694729, 10.224631], [18.079306, 8.874335, 11.126996], [18.714069, 14.883068, 14.292145], [17.308739, 9.804453, 12.543399], [13.268160, 11.159092, 13.791032], [14.761401, 11.268055, 14.738801], [10.965464, 14.016746, 11.326126], [11.618875, 9.798215, 11.738306], [10.122148, 7.278603, 14.158499], [12.358334, 9.800893, 9.720076], [12.203369, 7.045475, 13.082170], [18.655030, 7.281839, 12.848630], [12.067356, 11.986218, 10.598203], [11.538074, 9.250954, 8.299381], [20.550831, 8.648589, 8.350141], [16.146576, 5.565779, 8.661728], [9.832330, 14.044002, 13.537176], [16.454079, 11.933401, 9.103605], [21.194097, 10.127644, 6.534514], [19.757508, 12.709646, 14.350394], [17.758594, 14.380252, 15.754341], [16.200935, 7.447702, 11.066901], [13.656871, 8.727312, 13.295511], [10.829363, 10.469340, 9.189445]], "atomic_forces_ev_per_a": [[-0.05, -0.20, 0.11], [1.57, 1.24, -2.11], [-0.36, 0.43, 2.87], [-0.03, 0.08, 1.61], [-0.64, -0.28, -0.02], [0.28, -0.11, 0.67], [-0.19, 0.05, 0.65], [0.20, -0.50, 0.85], [0.72, -0.94, -0.76], [-1.64, 0.07, 1.59], [0.02, 0.21, 0.52], [0.03, 0.19, 0.32], [-0.15, -0.78, -2.23], [-1.82, 0.38, 0.78], [-0.02, -0.42, -0.52], [2.30, 0.07, -0.29], [0.41, 0.31, 0.37], [0.55, -0.53, -1.42], [0.53, 2.43, -1.54], [-2.48, 0.37, 0.22], [0.37, 0.02, 0.00], [1.39, -0.95, -0.01], [-0.08, -0.13, 0.16], [1.87, -0.53, -1.57], [1.01, -0.06, -0.16], [0.90, -0.70, 1.00], [-0.87, -0.40, -0.36], [-0.67, -0.22, -0.24], [-0.19, 1.26, 0.48], [-0.31, -1.19, 0.42], [1.04, -0.75, 0.82], [-1.68, -2.53, -0.41], [-0.28, -0.39, 1.31], [-2.31, 0.44, 0.00], [1.13, 0.30, -0.86], [0.52, -0.39, -0.28], [0.13, 0.03, -0.44], [1.04, 2.16, -1.27], [1.44, -0.07, 0.45], [-1.46, -0.04, 0.02], [-1.56, 1.04, -0.42], [-1.11, -1.18, -1.71], [1.25, 1.14, -1.40], [-1.03, -0.55, 2.19], [-0.90, -0.58, -0.27], [1.32, 0.56, 0.88], [0.68, 1.77, 0.96], [-0.96, -0.07, 0.00], [0.23, -0.54, -0.44], [0.34, -0.83, 0.29], [0.84, 0.37, -0.81], [0.51, 0.04, -0.91], [-0.44, 0.06, -0.22], [1.19, -0.05, 0.18], [1.71, 0.38, -1.07], [-2.10, 0.43, 3.00], [0.12, -0.44, 0.20], [-0.31, -1.41, 0.79], [-0.17, 0.28, -0.04], [0.22, -0.15, 0.65], [-0.15, 0.41, -0.08], [0.91, 0.48, -0.67], [-0.02, -0.32, -0.52], [-0.13, 1.02, 0.18], [-0.08, -0.29, 0.28], [0.15, 0.33, 0.07], [-0.39, -0.84, -0.43], [0.29, -0.05, -0.15], [-0.60, -0.15, -0.14], [-0.16, 0.14, 0.07], [-0.64, -0.47, -0.23], [-0.26, 0.32, -0.90], [-0.24, -0.53, -0.24], [-0.26, -0.02, 0.52], [0.21, 0.63, 0.29], [-0.71, 0.02, -1.56], [-0.42, 0.09, -0.90], [0.03, -0.19, -0.05], [-0.65, 0.06, 0.60], [-0.29, 0.21, 0.16], [0.17, 0.29, 0.48], [1.22, -0.45, 0.37], [0.49, 0.94, 0.38], [-0.77, -0.10, 0.42], [-0.23, 0.38, -0.22], [0.14, 0.42, 0.07], [-0.08, -0.32, -0.28], [0.19, -0.10, 0.12], [0.08, -0.21, -0.30], [0.41, 0.27, -0.33], [-0.26, -0.15, 0.42]], "lowdin_charge": [0.025, 0.575, 0.576, -0.021, 0.069, 0.059, 0.071, 0.089, -0.232, -0.208, -0.209, -0.207, -0.187, 0.074, -0.109, -0.157, 0.063, 0.110, -0.222, 0.162, 0.010, 0.108, 0.148, 0.180, 0.100, 0.034, -0.004, -0.223, -0.610, 0.245, 0.225, -0.163, -0.091, -0.019, 0.002, -0.055, -0.336, 0.002, -0.094, -0.070, -0.263, 0.028, -0.075, -0.091, -0.089, -0.122, -0.558, -0.188, -0.026, -0.100, -0.235, -0.081, -0.281, -0.151, -0.484, -0.562, 0.119, 0.081, 0.081, 0.086, 0.110, 0.044, 0.064, -0.058, 0.084, 0.144, 0.140, 0.122, 0.118, 0.133, 0.111, 0.104, 0.136, 0.114, 0.071, 0.134, -0.036, 0.094, 0.124, 0.073, 0.133, 0.113, 0.158, 0.115, 0.084, 0.168, 0.172, 0.137, 0.089, 0.089, 0.118]}

***

{"formula": "C4H6N8O2", "method": "ωB97M-V/def2-TZVPD", "total_charge": 2, "orbital_gap_ha": 0.295, "relative_energy_kcal_mol": 0.0, "homo_energy_ha": -0.6654, "elements": ["O", "O", "N", "N", "N", "N", "N", "N", "N", "N", "C", "C", "C", "C", "H", "H", "H", "H", "H", "H"], "xyz": [[3.322534, -0.833770, -0.744874], [0.865955, -0.975512, 1.175691], [0.164696, -0.794871, -1.976030], [-0.513789, 1.029408, 0.046377], [0.677646, 1.604683, -0.159883], [-1.791817, -0.765101, -0.205494], [1.909369, 0.896110, -0.230755], [-1.064482, -1.883956, 2.052190], [-0.979626, 0.044195, -0.598941], [1.258722, -0.740615, -1.810424], [0.772270, 2.886446, -0.038749], [-2.932794, -1.281500, -0.385177], [0.030678, -1.528703, 1.765722], [2.222216, -0.360108, -0.791666], [-1.474121, -2.616476, 2.590624], [1.816571, 3.320282, -0.038889], [-2.926608, -2.219898, 0.201280], [2.626331, 1.566201, 0.131163], [-0.200435, 3.505813, 0.112407], [-3.783317, -0.852627, -1.094570]], "atomic_forces_ev_per_a": [[-3.09, 0.43, 0.16], [1.71, -0.03, 0.16], [-1.15, -1.06, -2.28], [-3.69, -0.31, 2.12], [1.21, -0.11, -1.61], [-2.45, -0.05, 0.19], [0.17, 0.77, 0.16], [-0.45, -0.60, 0.87], [4.08, 2.18, -0.58], [0.37, -0.57, 0.33], [-0.61, 1.31, 0.22], [-0.55, -0.09, -0.68], [-1.23, -0.02, -0.64], [4.52, 2.22, 0.76], [0.02, -0.31, 0.53], [-1.54, -0.23, -0.14], [-1.11, 0.37, -0.63], [-0.04, -1.82, -0.44], [1.98, -1.23, -0.21], [1.85, -0.87, 1.72]], "lowdin_charge": [0.266, 0.110, 0.365, 0.113, -0.128, 0.019, 0.160, 0.254, -0.029, 0.238, 0.239, 0.176, -0.342, -0.402, 0.122, 0.157, 0.115, 0.197, 0.184, 0.183]}

***

The records above yield DFT total energy values of -754.389044 -5705.438255 -4398.510236 -743.554165 hartree, respectively.